(1)
The following is a DFT calculation (wB97M-V/def2-TZVPD) of a molecular structure, C36H44MoN7P2 in a non-equilibrium geometry.

Properties
- F_max (eV Å⁻¹) = 2.8
- LUMO (alpha / beta) (eV) = -9.3008 / -9.4704
- orbital gap (alpha / beta) (Eh) = 0.2203 / 0.2273
- energy (Eh) = -2531.59960
- HOMO level (alpha / beta) (eV) = -15.3 / -15.7
- charge = +3

```
90
Properties=species:S:1:pos:R:3:forces:R:3
H -4.337 -1.731 -2.102 -0.027 0.015 0.015
H -4.868 0.618 1.943 0.016 0.009 0.006
C 5.148 -2.426 -3.409 0.002 0.198 -0.051
P -1.444 -1.151 -1.674 -0.690 -0.822 -0.432
C -5.047 -2.495 -0.232 0.010 0.005 -0.010
H -2.653 -1.052 -3.760 -0.022 -0.024 0.018
C 0.686 2.334 -2.406 -0.056 0.090 0.142
N -0.422 1.346 1.198 0.434 -0.865 -0.258
C -2.784 0.850 1.593 0.036 -0.022 -0.041
C -0.414 3.570 4.131 0.015 0.036 0.062
C -4.499 1.579 0.057 0.282 0.059 -0.107
H 1.764 4.784 5.825 -0.018 -0.013 -0.017
C 3.562 -0.985 2.273 -0.027 0.000 -0.035
H 7.149 -1.621 -3.390 0.004 0.010 -0.030
C 1.563 2.232 4.163 0.111 0.075 0.128
C -0.029 1.948 2.375 0.264 0.350 0.452
C -5.936 1.732 -0.311 -0.110 0.063 -0.004
H 6.465 0.731 -2.854 -0.017 0.013 0.020
H -0.833 -0.763 3.296 0.007 -0.009 0.017
H 1.675 1.992 -2.658 -0.005 -0.047 -0.006
H 2.997 -2.740 -3.437 -0.058 0.059 0.009
H -2.512 0.446 2.560 0.023 -0.049 -0.018
H -0.530 -4.291 1.784 0.014 -0.049 -0.022
H 5.832 -0.402 -1.658 0.025 0.045 0.022
H 0.347 4.143 6.640 0.008 -0.013 0.018
C -3.416 -2.687 1.529 0.101 0.020 0.059
C -2.164 1.935 -0.470 0.349 -0.136 0.248
C -0.686 -2.606 -2.486 0.033 0.172 0.021
H -1.449 -3.367 -2.647 -0.018 0.003 -0.028
C 1.210 3.867 6.037 0.065 0.119 0.040
C -2.220 -0.312 -3.087 0.134 0.157 0.102
C -1.751 1.313 0.744 -0.733 0.367 -0.132
H -3.779 2.504 -1.741 0.011 -0.020 -0.003
N -0.012 1.746 -1.438 0.404 -0.105 -0.634
C -1.225 3.422 -2.258 0.228 0.145 -0.147
C -2.440 -2.157 0.694 0.006 0.010 -0.001
C -0.805 2.956 2.968 -0.045 -0.128 -0.213
H -6.208 1.049 -1.119 0.055 -0.022 0.002
H -5.473 -3.255 1.726 0.012 0.005 -0.002
C 2.669 -1.067 1.215 0.085 0.122 0.210
H 3.605 -1.708 -4.742 -0.050 0.057 0.029
C 6.139 -1.279 -3.611 -0.045 -0.021 0.161
H -2.058 4.101 -2.336 -0.054 -0.071 0.080
H 0.476 -1.955 3.249 -0.001 0.019 0.007
Mo 0.079 0.018 -0.106 -1.365 1.697 1.741
H 2.665 -1.771 0.405 -0.050 0.018 -0.067
C 1.183 1.597 2.987 -0.377 0.187 -0.126
N -1.179 2.415 -1.358 -0.231 0.111 0.025
H 5.377 -3.254 -4.080 -0.031 -0.035 0.024
H 1.857 3.222 6.628 -0.013 -0.016 -0.002
H 6.129 -0.957 -4.656 0.033 -0.015 -0.013
H 3.519 0.449 3.952 -0.103 0.068 0.003
C 0.781 3.210 4.764 -0.071 -0.106 -0.183
C -0.033 3.404 -2.946 -0.095 0.007 -0.002
C -4.075 -1.982 -1.081 0.040 -0.006 -0.054
H 4.313 0.744 -4.051 -0.081 -0.001 0.026
H -1.183 -2.501 3.494 -0.025 -0.006 -0.021
H -2.991 0.385 -2.766 0.000 -0.021 0.012
C -4.107 0.974 1.259 -0.059 -0.086 0.140
H 5.218 -2.797 -2.383 -0.006 -0.051 -0.006
C 3.721 -1.967 -3.687 0.150 -0.367 -0.070
C -3.500 2.044 -0.800 -0.175 0.017 -0.039
C 2.407 -0.665 -2.107 -0.105 -0.423 -0.027
H -6.591 1.531 0.533 0.009 0.005 0.001
H -6.127 2.744 -0.672 -0.039 -0.018 0.005
H 0.127 -3.019 -1.893 -0.023 -0.029 0.011
C -0.093 -3.698 0.979 0.104 0.166 0.033
C -4.716 -2.846 1.069 -0.067 -0.021 0.025
C 5.775 -0.100 -2.707 -0.080 -0.110 -0.166
H 2.496 1.987 4.649 -0.023 -0.060 -0.030
C 3.109 0.064 3.037 0.076 -0.192 -0.108
N 3.412 -0.752 -2.895 -0.059 0.237 0.131
H -6.059 -2.631 -0.590 0.005 -0.001 0.005
H 0.273 4.079 -3.726 0.006 0.002 0.024
N 1.727 -0.115 1.306 0.402 -0.280 0.116
N 2.001 0.568 2.451 0.156 0.029 0.109
H -3.172 -2.973 2.545 -0.039 -0.020 -0.008
H 4.423 -1.604 2.457 -0.010 0.020 0.025
H -1.448 0.237 -3.630 -0.014 -0.015 -0.015
C -2.774 -1.809 -0.624 0.091 0.122 0.055
N 1.488 -0.615 -1.382 1.181 -0.121 -0.983
H -0.292 -2.293 -3.454 0.046 -0.022 0.009
H -0.425 -4.116 0.031 0.028 0.019 -0.021
P -0.688 -1.979 1.173 -0.251 -0.793 -0.168
H -1.729 3.246 2.484 0.004 0.035 0.018
H 4.055 1.178 -2.345 -0.076 -0.038 -0.014
H 0.993 -3.758 1.049 -0.005 0.007 0.015
H -1.036 4.347 4.559 -0.004 -0.028 0.019
C -0.566 -1.769 2.976 0.068 0.178 -0.116
C 4.364 0.381 -3.021 0.316 0.150 -0.011
```
Forces are in eV/Å.

The computed Löwdin charges, all in e, follow: 0.11, 0.14, -0.16, 0.85, -0.03, 0.07, -0.08, -0.12, 0.00, 0.00, -0.21, 0.11, 0.00, 0.13, 0.04, -0.20, 0.00, 0.13, 0.04, 0.11, 0.13, 0.13, 0.07, 0.12, 0.09, -0.06, -0.14, -0.22, 0.07, -0.02, -0.21, -0.31, 0.14, -0.08, 0.01, -0.39, 0.01, 0.10, 0.13, -0.15, 0.14, -0.18, 0.15, 0.06, 1.25, 0.10, -0.10, -0.07, 0.13, 0.09, 0.13, 0.14, -0.23, 0.01, -0.06, 0.14, 0.06, 0.04, 0.01, 0.12, -0.10, 0.03, -0.18, 0.10, 0.11, 0.02, -0.20, -0.03, -0.16, 0.12, 0.00, -0.04, 0.13, 0.12, -0.10, -0.03, 0.11, 0.12, 0.06, -0.38, -0.03, 0.06, 0.05, 0.84, 0.13, 0.12, 0.05, 0.13, -0.20, -0.11

(2)
The following is a DFT calculation (wB97M-V/def2-TZVPD) of a molecular structure, C36H45AsN4ORuS2 in a non-equilibrium geometry.

Properties
- F_max (eV Å⁻¹) = 3.2
- LUMO (alpha / beta) (eV) = -2.7403 / -2.8240
- orbital gap (alpha / beta) (Eh) = 0.2576 / 0.2611
- energy (Eh) = -4819.91341
- energy relative to the best compared isomer or geometry (same formula, charge and spin) (kJ/mol) = 99.1
- HOMO level (alpha / beta) (eV) = -9.8 / -9.9
- charge = +1
- spin multiplicity = 2

```
90
Properties=species:S:1:pos:R:3:forces:R:3
Ru 0.283 1.281 -0.885 0.085 -3.172 0.261
C 1.626 1.828 1.613 0.957 -0.653 0.368
C 1.766 0.921 0.581 -1.003 1.311 -0.045
H -1.048 -3.210 3.960 -0.004 -0.069 -0.012
H -0.531 5.709 -3.523 -0.028 0.011 -0.040
C -0.800 1.848 -3.533 -0.060 0.717 -0.042
H 2.351 3.795 -0.526 0.002 -0.014 -0.052
C -0.841 4.477 2.578 -0.260 0.002 -0.228
O 2.297 1.217 -2.236 -1.264 -0.354 0.554
H -1.918 0.033 -5.279 0.004 -0.002 0.000
N -0.204 -0.144 -2.400 -0.144 0.516 -0.762
C 5.225 1.503 -2.102 -0.220 0.058 -0.069
H 1.444 -0.970 5.620 0.056 0.047 -0.041
H 1.004 3.805 3.456 -0.056 0.031 0.050
H 5.334 0.811 -2.935 0.032 0.015 -0.004
H -3.706 -4.219 3.402 0.085 0.006 0.030
H 6.018 2.249 -2.126 -0.021 0.016 -0.042
C 0.907 -2.903 4.808 -0.142 0.144 -0.026
H 5.273 0.951 -1.166 -0.075 0.028 0.012
H 3.560 2.564 -4.724 0.000 -0.025 0.028
H 1.628 -1.064 3.875 -0.029 0.067 -0.012
C 3.475 3.303 -3.929 0.005 -0.027 0.219
H 0.007 -4.622 3.895 -0.057 -0.011 -0.012
H 2.529 3.832 -4.036 -0.027 -0.024 0.067
N -0.181 -1.925 1.865 0.051 -0.136 0.154
H 1.907 -3.334 4.709 -0.004 -0.040 0.040
H -2.656 4.830 1.460 0.007 0.019 -0.062
H -6.079 -1.057 1.836 0.001 0.018 -0.064
H -5.575 -2.795 3.332 -0.041 -0.066 -0.022
C -3.601 -3.334 2.769 -0.092 0.030 -0.203
H -4.377 -0.769 2.184 0.021 0.032 -0.030
C -0.714 -2.370 -3.228 0.062 0.329 0.231
H -1.441 4.534 -5.500 -0.024 -0.016 0.001
H 0.537 -3.175 5.798 0.062 -0.047 0.011
C -5.077 -1.472 1.729 -0.027 -0.123 0.078
C 0.111 -4.278 -1.999 -0.192 -0.130 -0.263
H 3.863 3.095 0.101 -0.078 -0.010 0.025
C 0.298 3.710 2.641 0.231 -0.360 0.013
C -1.395 -1.784 -4.317 0.096 0.162 0.033
H 1.127 -1.374 -0.548 -0.016 -0.035 0.021
C -1.278 -1.662 1.169 0.387 0.227 -0.148
H -1.851 -4.297 1.967 -0.114 -0.011 -0.108
H 1.438 -3.147 2.236 0.000 -0.002 -0.096
S -1.542 -0.038 0.667 0.163 0.911 -0.700
H 0.185 4.437 -1.552 -0.004 -0.049 0.039
H 0.365 -1.104 2.080 0.004 0.070 -0.082
C -0.023 -3.537 3.772 0.189 0.039 0.004
C 1.000 -1.379 4.713 -0.012 -0.158 0.044
C -5.005 -2.845 2.402 0.106 0.121 0.006
H -2.043 3.208 -0.317 0.049 0.046 -0.035
C -0.318 2.516 -2.397 0.204 0.141 0.480
C 2.953 0.162 0.740 0.179 -0.342 -0.028
H 3.929 4.513 -0.966 -0.003 -0.016 -0.101
H 4.306 4.005 -3.990 0.006 -0.001 0.031
As 3.491 2.351 -2.245 0.644 0.692 0.074
H -4.870 -1.519 0.658 0.025 0.053 -0.017
S 2.895 1.700 2.804 -0.192 0.029 -0.434
C -0.808 0.390 -3.471 0.327 -0.520 0.590
H -1.066 -4.420 -3.773 -0.020 0.007 0.002
C -1.727 4.283 1.516 0.015 0.083 0.353
H -1.584 2.084 -5.528 -0.037 0.067 -0.028
H 1.334 -3.821 -0.280 0.017 -0.031 -0.037
C -0.110 -1.499 -2.285 -0.028 -0.301 -0.182
H 4.549 0.006 2.247 0.026 0.004 -0.035
C -1.414 -0.428 -4.443 -0.189 -0.174 -0.279
C -0.614 4.629 -3.524 0.101 -0.083 0.076
C 0.628 -2.055 -1.225 0.192 -0.123 0.071
H 0.006 -3.979 1.641 0.135 0.073 -0.033
C 0.350 -3.203 2.323 -0.156 -0.164 0.159
C 3.396 3.588 -0.752 0.063 -0.157 -0.186
H 0.010 -0.932 4.599 0.005 0.049 -0.003
C 0.549 2.765 1.643 -0.721 0.545 -0.133
C -0.602 -3.761 -3.049 0.124 -0.271 0.102
H -1.878 -2.419 -5.049 -0.017 0.008 -0.014
H 0.210 -5.349 -1.886 -0.012 -0.003 0.003
C -1.127 3.968 -4.633 0.020 0.211 -0.127
C 3.644 0.466 1.879 -0.070 0.001 0.138
H -3.099 -2.562 3.361 0.004 -0.043 0.063
C 0.739 -3.416 -1.088 0.092 0.408 0.028
N -0.268 2.659 0.562 0.738 0.783 0.492
N -2.213 -2.557 0.839 -0.160 -0.089 0.114
H -2.942 -2.124 0.293 0.077 0.064 -0.139
H 3.288 -0.595 0.043 0.005 0.015 -0.023
C -2.693 -3.719 1.596 -0.022 0.010 0.332
C -1.214 2.589 -4.644 0.066 -0.385 0.083
H -1.063 5.206 3.344 0.035 0.007 0.019
C -1.400 3.376 0.536 0.068 -0.056 -0.192
C -0.203 3.900 -2.412 -0.231 0.159 -0.363
H -5.496 -3.589 1.769 -0.038 -0.049 0.070
H -3.241 -4.344 0.889 0.065 -0.040 -0.012
```
Forces are in eV/Å.

The computed Löwdin charges, all in e, follow: 1.13, -0.55, -0.31, 0.10, 0.11, -0.19, 0.02, -0.04, -0.53, 0.11, 0.02, -0.19, 0.08, 0.11, 0.04, 0.12, 0.04, -0.25, 0.03, 0.04, 0.05, -0.19, 0.12, 0.03, 0.04, 0.11, 0.11, 0.08, 0.11, -0.20, 0.06, -0.15, 0.11, 0.11, -0.11, -0.07, 0.03, -0.01, 0.02, 0.07, -0.77, 0.09, 0.13, 0.72, 0.09, 0.09, -0.19, -0.10, -0.25, 0.12, -0.22, -0.23, 0.05, 0.04, 1.01, 0.06, 1.02, -0.19, 0.12, -0.04, 0.10, 0.10, -0.20, 0.07, 0.02, -0.08, -0.04, 0.10, -0.17, -0.18, 0.08, -0.30, -0.02, 0.13, 0.11, -0.08, -0.42, 0.11, -0.07, -0.10, 0.04, 0.09, 0.10, -0.15, -0.03, 0.12, -0.15, -0.14, 0.11, 0.13

(3)
The following is a DFT calculation (wB97M-V/def2-TZVPD) of a molecular structure, C36H45BBr24N3O2P in a non-equilibrium geometry.

Properties
- F_max (eV Å⁻¹) = 1.8
- LUMO (eV) = -0.2719
- orbital gap (Eh) = 0.2731
- energy (Eh) = -63856.00787
- HOMO level (eV) = -7.7

```
112
Properties=species:S:1:pos:R:3:forces:R:3
Br 1.738 5.012 7.132 -0.055 -0.030 -0.094
H -4.494 -3.941 1.975 -0.474 0.227 -0.104
Br -4.701 5.377 -4.108 -0.035 -0.015 0.093
Br 2.565 -0.179 -7.983 0.088 -0.048 0.054
C -0.012 -1.842 2.897 -1.376 0.112 -0.007
Br 5.040 4.039 3.001 0.046 -0.004 -0.019
Br 7.858 -4.042 -6.577 -0.095 -0.010 -0.066
Br -7.590 -4.400 6.512 0.115 -0.041 -0.009
C -2.739 -1.126 0.330 -0.607 -0.114 0.424
H -0.444 -2.844 3.065 0.461 0.118 -0.003
C -2.032 -1.644 1.465 -0.195 0.553 -1.036
Br 1.404 6.245 0.255 0.005 0.173 0.082
C -1.929 -0.862 4.456 0.220 -0.293 -0.324
O 0.349 -0.430 4.826 -0.355 -0.396 -0.626
H 6.517 -2.557 2.892 0.103 -0.024 -0.274
H 3.381 2.063 0.428 -0.238 -0.257 -0.235
C -4.042 -1.780 5.176 -1.376 -0.082 0.554
H -4.777 -0.340 -4.164 0.017 -0.421 -0.307
C -2.106 -0.304 -0.569 0.370 0.128 -0.513
Br -1.272 -0.033 -7.745 -0.074 -0.121 -0.055
H 1.072 -1.865 2.790 -0.229 0.063 0.193
C 2.797 7.472 -0.259 0.008 0.003 0.012
C -0.013 -0.496 0.721 -0.530 -0.635 1.031
C -0.714 0.000 -0.378 -0.560 0.229 -0.622
B 1.902 2.029 -2.095 0.250 -0.090 0.179
Br 5.114 -5.603 -7.021 0.081 0.038 -0.043
C -4.239 -1.274 -3.932 0.496 0.931 0.284
H -3.149 -2.957 -1.507 0.094 -0.129 0.085
H -3.291 2.557 -3.090 0.030 -0.531 0.544
C -2.698 -1.924 4.902 0.138 -0.971 -0.033
P -3.116 0.320 -1.987 -0.751 0.139 -0.128
H -2.530 -2.284 2.193 -0.031 0.136 -0.262
H -4.878 -5.017 0.652 -0.244 0.297 -0.046
Br -6.913 3.999 -2.270 0.126 0.065 -0.007
C 6.927 -2.094 1.984 -0.409 0.539 -0.175
Br -4.486 5.585 -0.932 -0.055 -0.043 -0.099
C 5.384 3.184 4.695 -0.113 -0.083 0.077
N 1.300 -0.235 1.003 -0.805 0.704 -1.444
C -4.996 -3.981 0.993 0.764 -0.034 -0.046
C -4.685 -0.559 5.033 0.611 0.044 -0.287
H -4.650 -2.639 5.508 0.747 1.301 -0.193
C -5.674 5.464 -2.446 -0.025 -0.011 0.011
H -2.365 -1.788 -3.033 0.468 0.430 -0.265
H 5.396 3.962 5.447 0.003 -0.017 -0.049
H -1.686 1.877 -3.297 -0.140 -0.092 0.342
H -2.283 -2.927 5.034 0.203 0.302 -0.090
H -4.809 -1.720 -3.106 0.204 -0.207 -0.359
Br -5.732 -6.688 7.740 -0.026 0.103 -0.097
C 3.301 0.972 0.327 -0.650 -0.339 0.591
Br 4.665 -1.729 -6.143 -0.077 0.038 -0.036
Br 6.329 -3.820 -9.371 0.018 -0.047 0.114
H 0.168 -1.753 -8.787 -0.037 0.017 0.046
H 4.427 -1.819 1.785 -0.266 0.108 -0.473
C -2.512 1.966 -2.571 0.820 0.248 -0.617
Br -1.480 -3.218 -7.669 -0.052 0.092 -0.069
N -0.106 0.791 -1.311 0.731 -0.251 0.585
H 2.621 3.623 -0.659 0.088 0.023 -0.275
C -6.176 -5.666 6.168 0.026 -0.134 -0.004
H -0.121 5.820 5.716 0.039 -0.031 0.008
C -3.911 0.504 4.586 -1.078 0.347 0.213
H 3.246 0.201 2.420 -0.065 -0.016 -0.383
H 6.856 -0.142 1.046 -0.345 0.080 0.113
C 2.936 -0.882 -6.223 0.020 0.004 0.134
H -4.755 -1.033 -0.564 0.251 -0.217 -0.001
H -4.175 -1.932 -4.806 -0.194 0.099 0.198
Br 1.535 -2.050 -5.612 0.076 0.048 -0.089
Br -4.624 -4.801 5.414 -0.237 -1.356 0.077
H 4.679 1.094 1.946 -0.331 -0.111 -0.032
H -4.692 -1.302 1.175 0.125 -0.111 -0.246
Br 1.400 4.969 3.960 -0.039 -0.006 0.090
O 2.072 1.524 -3.354 0.161 -0.071 0.068
C -0.452 -1.010 4.116 0.735 0.665 0.669
C 6.250 -0.709 1.766 0.273 -1.045 0.296
C 1.836 0.558 0.110 1.345 0.489 0.317
C -0.733 -1.312 1.642 1.027 -0.670 1.121
H -6.545 -6.363 5.428 0.012 0.040 0.025
H -4.412 1.462 4.448 0.360 -0.064 -0.017
C 4.787 -0.924 1.264 0.859 1.152 0.864
C 1.158 1.068 -1.059 -0.128 0.102 -0.132
Br -0.687 3.413 5.805 0.148 0.055 -0.001
H -2.113 2.554 -1.735 -0.268 -0.134 -0.108
C 6.721 -4.940 -7.851 -0.041 -0.011 -0.024
H 1.586 4.164 -1.969 0.244 -0.167 0.059
H 3.853 0.674 -0.580 0.056 0.211 0.285
H -2.228 -0.382 -4.207 0.086 -0.340 0.180
Br 7.116 2.336 4.725 -0.106 0.043 -0.030
C -2.819 -0.867 -3.422 -0.945 -0.137 0.544
C -2.567 0.358 4.319 0.405 0.969 -0.246
H 6.264 -0.165 2.723 -0.098 -0.044 -0.320
H 2.634 2.085 -3.903 -0.213 0.112 0.027
H 2.962 -0.040 -5.544 -0.043 -0.038 -0.023
Br 2.450 8.264 -1.982 0.034 -0.094 0.096
C 0.493 4.931 5.661 -0.072 -0.028 -0.021
C 2.415 3.474 -1.721 -0.365 -0.021 -0.403
H 6.669 -2.720 1.116 0.316 -0.054 0.309
Br -1.656 -1.674 -10.456 0.026 0.003 0.122
H 8.016 -2.025 2.091 -0.226 -0.036 -0.078
C -0.907 -1.681 -8.679 0.040 0.003 0.036
C 3.943 0.354 1.591 1.021 -0.104 -0.778
Br 4.536 6.641 -0.187 -0.108 0.014 -0.017
H 7.268 -5.797 -8.219 -0.008 0.044 0.024
H -2.038 1.258 3.995 0.148 -0.417 -0.035
H 3.269 3.785 -2.345 -0.136 -0.020 0.341
H -6.257 6.375 -2.466 0.033 -0.035 0.001
H 2.797 8.275 0.466 0.010 -0.038 -0.027
N -3.614 -3.661 -0.928 -0.158 0.256 0.062
C -4.228 -3.090 0.029 -0.378 -0.022 -0.404
C -4.199 -1.556 0.220 0.097 -0.581 0.926
Br 3.976 1.955 5.166 0.088 0.069 -0.059
H 4.876 -1.050 0.177 -0.436 -0.425 0.272
H -5.746 -0.435 5.242 0.237 -0.084 -0.036
H -6.057 -3.712 1.072 0.299 0.035 0.122
```
Forces are in eV/Å.

These are the Löwdin partial charges, in e, on atoms 1 to 99: 0.56, 0.06, 0.56, 0.59, -0.03, 0.54, 0.55, 0.58, -0.22, 0.13, 0.02, 0.59, -0.17, 0.09, 0.07, 0.09, -0.15, 0.06, -0.25, 0.53, 0.11, -1.61, -0.14, -0.19, -0.45, 0.56, -0.18, 0.03, 0.01, -0.07, 1.00, 0.12, 0.08, 0.56, -0.12, 0.56, -1.61, 0.21, -0.05, -0.07, -0.05, -1.65, 0.06, -0.03, 0.03, 0.11, 0.05, 0.58, -0.12, 0.56, 0.56, -0.08, 0.11, -0.30, 0.55, 0.18, 0.02, -1.60, -0.03, -0.08, 0.09, 0.11, -1.61, 0.07, 0.06, 0.58, 0.70, 0.06, 0.12, 0.53, 0.15, -0.31, -0.27, -0.18, -0.13, -0.03, 0.11, -0.19, -0.08, 0.60, 0.03, -1.64, 0.06, 0.12, 0.06, 0.58, -0.38, -0.05, 0.08, 0.10, -0.05, 0.58, -1.63, -0.03, 0.07, 0.57, 0.06, -1.66, -0.20